# C9H10HgN2S

A structure of composition C9H10HgN2S in a non-equilibrium geometry (the ωB97M-V functional and the def2-TZVPD basis, OMol25).

Positions of all 23 atoms, in Å:
C  0.5304  2.0052  0.0191
C  0.9838  1.3509  1.2227
C  -0.1720  1.0713  2.0464
C  -1.3405  1.5415  1.3474
C  -0.9144  2.1152  0.0933
Hg  -0.2624  -0.1373  0.1585
C  1.3340  -1.8344  0.5663
C  1.8575  -1.2890  -0.5542
C  2.6137  -0.8895  -1.5429
N  -0.4452  -0.4516  -1.8962
H  -0.1595  0.5826  3.0103
H  2.0067  1.1154  1.4575
H  -2.3590  1.4522  1.6831
H  -1.5514  2.5223  -0.6710
H  1.1479  2.3192  -0.8037
H  1.5682  -1.4158  1.5544
H  -0.3360  -0.4100  -2.8529
H  0.7262  -2.7430  0.5273
H  3.6237  -1.2900  -1.6569
H  2.2663  -0.1437  -2.2776
S  -2.4243  -1.1944  -0.3094
C  -3.8080  -1.8733  -0.4918
N  -4.8859  -2.4040  -0.6296

Computed properties:
- E_LUMO (spin up / spin down): 5.9 / 5.9 eV
- Total charge: -2
- ΔE to the lowest compared entry with this formula, charge and spin: 160.39 kcal per mole
- Highest occupied orbital energy (spin up / spin down): 2.130 / 2.137 eV
- F_max: 7.216 eV Å⁻¹
- HOMO-LUMO gap (spin up / spin down): 3.73 / 3.72 eV



# C4H34N2O11S

A cluster of 12 separate species, C4H34N2O11S in total in a non-equilibrium geometry (the ωB97M-V functional and the def2-TZVPD basis, OMol25).

Positions of all 52 atoms, in Å:
N  0.3758  -1.2176  1.2674
C  1.2113  -0.4249  0.3344
C  0.3401  0.8142  -0.0569
N  -0.5892  1.3357  1.0173
C  -1.9651  1.1335  0.5891
C  -2.8320  2.4137  0.3066
S  -2.5432  2.8960  -1.4517
H  0.9504  -1.6482  2.1513
H  -0.4730  -0.9119  1.4715
H  2.1294  0.0931  0.8174
H  1.5369  -0.8503  -0.6121
H  0.9310  1.6142  -0.4515
H  -0.3536  0.2962  -0.8230
H  -0.4621  2.2856  1.2672
H  -1.9644  0.3555  -0.2349
H  -2.6533  0.5000  1.2732
H  -2.5904  3.1870  1.0885
H  -3.8678  2.1299  0.4712
H  -1.1716  2.8667  -1.8330
O  -1.4124  -1.8930  -2.3630
H  -1.4995  -2.7713  -2.6994
H  -0.9806  -2.0297  -1.5804
O  -1.5586  0.0387  3.5342
H  -1.3146  0.9846  3.1796
H  -1.0922  0.0612  4.3740
O  2.6007  -3.1553  -0.8231
H  2.9890  -2.3252  -0.4521
H  2.0730  -3.4122  -0.0950
O  2.1494  -1.7487  -3.4101
H  1.8884  -2.6105  -3.1687
H  3.1772  -1.7670  -3.2324
O  2.2001  1.3566  -3.9837
H  2.0367  1.9707  -3.3146
H  2.1387  0.4746  -3.5680
O  -2.8833  -2.1741  1.7485
H  -3.6502  -2.6037  2.1882
H  -2.6348  -1.4113  2.1959
O  -0.4319  -3.9498  0.7403
H  -0.2616  -3.0806  1.1068
H  -1.3855  -3.8187  0.5920
O  3.0188  2.5370  -0.9966
H  1.9906  2.7968  -0.8663
H  3.3632  3.2259  -0.5446
O  0.2518  2.3389  3.6230
H  0.8573  3.0040  3.3942
H  0.6229  1.5185  3.4215
O  0.3782  4.2342  0.0630
H  -0.4422  3.8360  0.2100
H  0.1762  5.0431  -0.3560
O  0.3978  -4.1885  -1.8812
H  1.1499  -3.8516  -2.3284
H  0.0784  -3.4977  -1.2999

Computed properties:
- E_LUMO: -0.1 eV
- SMILES: NCCNCCS.O.O.O.O.O.O.O.O.O.O.O
- ΔE to the lowest compared entry with this formula, charge and spin: 144.29 kcal per mole
- Highest occupied orbital energy: -9.166 eV
- F_max: 8.969 eV Å⁻¹
- HOMO-LUMO gap: 9.02 eV



# C28H29Cl24FN4O6S2

A structure of composition C28H29Cl24FN4O6S2 in a non-equilibrium geometry (the ωB97M-V functional and the def2-TZVPD basis, OMol25).

Positions of all 94 atoms, in Å:
C  -1.8444  0.4534  0.1214
C  -0.8129  0.9529  1.1388
O  -1.1387  1.2210  2.2678
O  0.4878  1.1183  0.7284
C  1.4249  0.3877  1.5725
C  2.5283  -0.0895  0.5922
C  2.4946  -1.3132  -0.0517
C  1.3586  -2.2955  0.2298
C  1.7576  -3.6357  0.9477
C  3.1655  -3.6852  1.5566
F  1.6199  -4.7541  0.0990
C  3.5873  -1.6104  -1.0196
C  3.5122  -2.9553  -1.7813
C  2.4165  -2.7685  -2.8700
O  2.6447  -2.0460  -3.8015
O  1.1962  -3.4457  -2.7929
C  0.1259  -2.5937  -3.1143
C  -0.9789  -3.1412  -4.0225
O  0.0381  -1.4813  -2.6731
C  4.6126  -0.7370  -1.2855
C  5.7131  -1.0226  -2.3211
C  6.7645  -2.0776  -1.8901
S  7.5008  -1.5967  -0.2726
C  7.2941  -3.0991  0.6480
N  7.3082  -4.3214  0.2147
N  7.0974  -5.1841  1.2381
C  6.9363  -4.4467  2.3028
O  7.0498  -3.1446  1.9896
C  4.6564  0.5080  -0.5709
N  5.5470  1.4924  -0.6324
S  5.1188  2.6698  0.4014
N  3.7170  2.0297  0.9833
C  3.6057  0.8569  0.3844
H  -1.5412  0.6903  -0.9169
H  -1.9760  -0.6405  0.1724
H  -2.7979  0.9835  0.2748
H  1.8698  1.1462  2.2365
H  0.9461  -0.4359  2.1159
H  0.5786  -1.8350  0.8566
H  0.8376  -2.5860  -0.6970
H  1.0442  -3.8126  1.7748
H  3.4079  -2.7796  2.1128
H  3.2515  -4.5498  2.2401
H  3.9564  -3.8248  0.7957
H  4.4370  -3.1256  -2.3490
H  3.3007  -3.8032  -1.1174
H  -0.6749  -3.1775  -5.0816
H  -1.8662  -2.4867  -3.9225
H  -1.2642  -4.1680  -3.7210
H  6.1648  -0.0405  -2.5576
H  5.1901  -1.3316  -3.2488
H  6.3228  -3.0770  -1.7545
H  7.5303  -2.1710  -2.6776
H  6.7273  -4.8400  3.2959
C  -5.5326  2.6023  0.0901
Cl  -7.2035  2.8717  -0.4079
Cl  -5.3587  1.0337  0.8893
Cl  -4.4442  2.7202  -1.2984
H  -5.2636  3.3764  0.8019
C  -10.1400  -0.1488  -0.5544
Cl  -10.5880  1.0246  -1.7987
Cl  -8.4390  0.0262  -0.1209
Cl  -11.1551  0.0429  0.8742
H  -10.2931  -1.1437  -0.9544
C  4.3738  -1.9976  5.4779
Cl  3.4559  -1.1237  4.2542
Cl  3.6728  -1.7832  7.0817
Cl  4.4543  -3.7116  5.0595
H  5.3799  -1.5957  5.4893
C  -4.6803  -0.9544  -5.1863
Cl  -3.9799  0.0414  -3.9078
Cl  -4.4290  -0.2087  -6.7656
Cl  -3.9922  -2.5826  -5.1495
H  -5.7466  -1.0323  -5.0122
C  -4.9905  5.8124  3.5020
Cl  -5.2779  4.6142  4.7640
Cl  -4.4932  5.0265  1.9964
Cl  -6.4299  6.7937  3.2330
H  -4.1865  6.4623  3.8257
C  -7.3220  8.6070  -0.3321
Cl  -7.2260  6.8498  -0.2081
Cl  -8.1797  9.0838  -1.7998
Cl  -8.1066  9.2914  1.0960
H  -6.3138  8.9994  -0.3859
C  9.1008  2.7034  -2.0765
Cl  9.1320  0.9478  -1.8813
Cl  8.1204  3.1578  -3.4721
Cl  8.4991  3.4833  -0.6110
H  10.1151  3.0424  -2.2484
C  -10.8633  2.7401  3.9918
Cl  -12.5375  3.0466  3.5185
Cl  -10.7218  1.1729  4.7948
Cl  -9.7965  2.8190  2.5902
H  -10.5623  3.5092  4.6926

Computed properties:
- E_LUMO: -0.7 eV
- Highest occupied orbital energy: -8.935 eV
- F_max: 1.959 eV Å⁻¹
- HOMO-LUMO gap: 8.24 eV



# C40H23ClIN10O7V

A structure of composition C40H23ClIN10O7V in a non-equilibrium geometry (the ωB97M-V functional and the def2-TZVPD basis, OMol25).

Positions of all 83 atoms, in Å:
V  0.5955  -0.2676  -0.4231
C  -3.2125  -3.7616  0.7661
C  -1.8658  -3.4327  0.8219
N  -1.4696  -2.1848  1.0146
C  -2.3959  -1.2385  1.1233
C  -3.7496  -1.5932  1.1167
N  -4.1544  -2.8426  0.9441
C  -1.9440  0.1643  1.2843
C  -2.8079  1.0392  1.9208
C  -2.4636  2.3736  2.1340
C  -1.2114  2.7690  1.7025
C  -0.3686  1.8649  1.0713
N  -0.7239  0.5697  0.8242
C  0.9864  2.2044  0.7018
C  1.5702  3.4563  0.8953
N  2.8581  3.6871  0.7292
C  3.5913  2.6319  0.3419
C  3.0308  1.4123  0.0613
N  1.7182  1.1679  0.2147
C  -3.3689  3.3099  2.8203
C  -3.3443  4.6777  2.5448
C  -4.1920  5.5243  3.2371
N  -5.0530  5.1121  4.1639
C  -5.0865  3.8073  4.4179
C  -4.2781  2.8783  3.7857
H  -3.5538  -4.7729  0.5817
H  -1.0833  -4.1715  0.6970
H  -4.5440  -0.8670  1.2454
H  -3.7656  0.6753  2.2612
H  -0.8687  3.7761  1.8847
H  0.9786  4.3099  1.2043
H  4.6565  2.7906  0.2368
H  3.6506  0.6134  -0.3003
H  -2.6873  5.0742  1.7827
H  -4.1866  6.5911  3.0409
H  -5.7963  3.4947  5.1765
H  -4.3384  1.8343  4.0627
O  -0.1531  4.3596  -4.8138
C  -1.2904  3.8459  -4.4170
O  -2.3704  4.2046  -4.8447
C  -1.2090  2.7889  -3.3747
C  -2.3034  2.2092  -2.7781
N  -1.8358  1.3407  -1.8723
N  -0.4985  1.3036  -1.8396
C  -0.0894  2.1663  -2.7662
C  1.3855  2.3255  -3.1083
O  1.6702  3.2989  -3.8564
O  2.1460  1.4513  -2.6802
H  0.6601  3.8986  -4.3573
H  -3.3529  2.3700  -2.9560
H  -2.3611  0.6966  -1.3070
Cl  1.5488  -4.8179  -5.5838
C  0.8896  -3.6670  -4.4547
C  -0.4682  -3.4911  -4.4037
C  -1.0152  -2.6199  -3.4628
I  -3.0888  -2.3412  -3.2843
C  -0.2377  -1.9301  -2.5323
O  -0.7212  -1.2357  -1.5675
C  1.1857  -2.0588  -2.6646
N  1.9076  -1.3398  -1.7692
C  3.2045  -1.5428  -1.7463
C  3.8688  -2.4049  -2.6258
C  3.1581  -3.1021  -3.5625
C  1.7582  -2.9573  -3.5961
H  -1.1090  -4.0429  -5.0769
H  3.7806  -1.0398  -0.9852
H  4.9417  -2.5145  -2.5480
H  3.6469  -3.7722  -4.2558
O  1.3550  -3.5400  -0.1072
C  1.7560  -2.7973  0.7695
N  1.4193  -1.4717  0.9513
C  1.8993  -1.0517  2.1775
O  1.6649  0.0120  2.7184
C  2.7476  -2.1475  2.7610
C  3.5224  -2.2096  3.8988
C  4.2256  -3.3899  4.1368
C  4.1536  -4.4577  3.2520
C  3.3671  -4.3842  2.1033
C  2.6716  -3.2157  1.8842
H  3.5830  -1.3664  4.5750
H  4.8409  -3.4754  5.0239
H  4.7166  -5.3594  3.4593
H  3.3061  -5.2045  1.3993

Computed properties:
- E_LUMO (spin up / spin down): 1.2 / 0.9 eV
- Total charge: -1
- ΔE to the lowest compared entry with this formula, charge and spin: 28.96 kcal per mole
- Highest occupied orbital energy (spin up / spin down): -4.035 / -5.451 eV
- F_max: 2.033 eV Å⁻¹
- 2S+1: 4
- HOMO-LUMO gap (spin up / spin down): 5.27 / 6.38 eV